DFT (wB97M-V/def2-TZVPD) results for a 2-piece molecular cluster, H3N3O2 overall.

Results
Kohn-Sham gap (alpha / beta)   8.73 / 8.56 eV
Largest force on an atom   4.00 eV/A
Highest occupied orbital energy (alpha / beta)   -9.26 / -9.48 eV
Molar mass   77.0 Da

```
8
Properties=species:S:1:pos:R:3:mulliken_charge:R:1
H 1.68684 -0.45009 -0.78583 0.234
H -1.71128 -1.17460 -0.25374 0.291
H 0.28559 -0.21382 -1.69286 0.253
N 0.80402 -0.00410 -0.86229 -0.322
O -1.08219 -1.24346 0.49749 -0.599
N 0.18171 1.24876 0.90333 0.319
N 0.13449 0.23725 0.24273 0.280
O -0.29918 1.60005 1.95117 -0.455
```

DFT (wB97M-V/def2-TZVPD) results for a 2-piece molecular cluster, H3N3O2 overall.

Results
Kohn-Sham gap (alpha / beta)   8.75 / 8.70 eV
Largest force on an atom   3.69 eV/A
Highest occupied orbital energy (alpha / beta)   -9.10 / -9.08 eV
Molar mass   77.0 Da

```
8
Properties=species:S:1:pos:R:3:mulliken_charge:R:1
H 0.77692 -1.54597 -0.16215 0.296
H -0.26064 0.40077 0.88458 0.277
N 2.24577 0.06170 -0.08514 0.635
N 0.45771 -0.75026 -0.70560 -0.316
H -0.62307 0.78438 -0.66797 0.271
O 3.14860 -0.68650 0.07926 -0.464
O 2.15838 1.24506 0.01961 -0.457
N -0.42573 0.07428 -0.06384 -0.241
```

DFT (wB97M-V/def2-TZVPD) results for H3N3O2 as an isolated structure.

Results
Kohn-Sham gap (alpha / beta)   9.57 / 9.57 eV
Largest force on an atom   2.14 eV/A
Highest occupied orbital energy (alpha / beta)   -9.38 / -9.38 eV
Molar mass   77.0 Da

```
8
Properties=species:S:1:pos:R:3:mulliken_charge:R:1
N -0.63766 0.47738 -0.09720 -0.011
N 1.00178 -0.94784 1.03162 -0.638
N 0.22996 -1.08333 0.10941 0.850
O -1.72547 0.49831 0.54667 -0.491
H 0.11535 1.08794 0.27487 0.328
O -0.11962 -1.96522 -0.62261 -0.597
H 1.39582 -1.80145 1.43522 0.256
H -0.69339 0.49309 -1.13715 0.303
```

DFT (wB97M-V/def2-TZVPD) results for a 2-piece molecular cluster, H3N3O3 overall.

Results
Kohn-Sham gap (alpha / beta)   9.32 / 5.75 eV
Largest force on an atom   4.09 eV/A
Highest occupied orbital energy (alpha / beta)   -9.30 / -7.51 eV
Molar mass   93.0 Da

```
9
Properties=species:S:1:pos:R:3:mulliken_charge:R:1
N -1.23657 0.00219 -0.49852 -0.256
N -0.14050 -0.53465 -0.84922 -0.072
O 1.90088 -0.31938 2.25470 -0.426
H -1.48315 0.99215 -0.78498 0.293
H 0.96148 -0.43752 -2.41684 0.388
O -0.19122 0.25012 2.00187 -0.468
N 0.90793 -0.09223 1.62122 0.464
H -1.05676 -0.01886 0.58652 0.458
O 0.33791 0.15819 -1.91475 -0.381
```

DFT (wB97M-V/def2-TZVPD) results for a 2-piece molecular cluster, H3N3O3 overall.

Results
Kohn-Sham gap   8.76 eV
Largest force on an atom   6.35 eV/A
Highest occupied orbital energy   -8.66 eV
Molar mass   93.0 Da
SMILES   [H]/N=N/N=O.OO

```
9
Properties=species:S:1:pos:R:3:mulliken_charge:R:1
N -0.20430 -0.85756 1.39434 0.575
H -0.88341 0.33032 -1.81826 0.341
O 0.31207 1.66844 -1.66628 -0.350
H 1.26895 1.57247 -1.98910 0.343
N -0.90748 -1.41705 0.61787 -0.675
N 0.12226 0.09100 1.94985 0.459
H -0.46849 -2.34443 0.29222 0.248
O 0.10498 0.31142 -1.62146 -0.341
O 0.65541 0.64539 2.84081 -0.601
```

DFT (wB97M-V/def2-TZVPD) results for one molecule with the formula H3N3O3S.

Results
Kohn-Sham gap   8.89 eV
Largest force on an atom   3.94 eV/A
Highest occupied orbital energy   -9.55 eV
Molar mass   125.1 Da
SMILES   [H]/N=N/N(OO)OS

```
10
Properties=species:S:1:pos:R:3:mulliken_charge:R:1
N 0.82830 0.99888 0.03732 0.056
H 1.52634 -1.18842 0.38447 0.465
H -3.44405 -0.39357 -0.61169 0.156
O 0.60887 -1.59416 0.41916 -0.316
N 2.05602 0.67031 0.32687 -0.687
S -2.57296 -0.20175 0.36703 0.055
O 0.06323 -1.04823 -0.74821 -0.146
N -0.02038 0.32059 -0.52962 0.471
O -1.53291 0.82292 -0.31609 -0.312
H 2.48755 1.61344 0.67075 0.259
```

DFT (wB97M-V/def2-TZVPD) results for a 2-piece molecular cluster, H3N4O2 overall.

Results
Kohn-Sham gap (alpha / beta)   6.65 / 6.47 eV
Largest force on an atom   4.47 eV/A
Highest occupied orbital energy (alpha / beta)   -1.59 / -3.54 eV
Total charge   -1
Molar mass   91.0 Da
2S+1   3

```
9
Properties=species:S:1:pos:R:3:lowdin_spin:R:1
H 1.34627 3.03749 -0.58368 0.029
N 1.87791 -0.96215 0.46291 0.296
N 1.43016 1.13285 -0.43868 0.553
N 1.21402 0.00968 0.05171 0.246
N 0.96437 2.27904 -0.03338 0.486
O -0.94703 -0.68593 0.14904 0.077
H -0.41415 0.12967 0.19979 0.013
H -0.46566 -1.54472 0.33760 0.003
O 1.32302 -2.12364 0.43712 0.297
```

DFT (wB97M-V/def2-TZVPD) results for an isolated ion of composition H3N6 and charge +1.

Results
Kohn-Sham gap   10.48 eV
Largest force on an atom   5.15 eV/A
Highest occupied orbital energy   -15.50 eV
Total charge   +1
Molar mass   87.1 Da
SMILES   N[n+]1nn[nH]n1

```
9
Properties=species:S:1:pos:R:3:mulliken_charge:R:1
N -1.03785 0.61809 0.01069 -0.619
N 0.16936 0.22081 -0.04700 0.848
H -1.92803 0.22497 0.39018 0.300
N 0.68544 -0.90270 -0.11682 -0.361
N 2.39608 0.43774 0.04400 0.070
N 1.55740 1.27318 0.12696 -0.097
N 2.08359 -0.79432 -0.02261 0.151
H 2.80493 -1.64367 -0.09029 0.376
H -1.26238 1.62820 -0.33014 0.332
```